1.
# C21H33ClFeN4PS8

A molecular structure, C21H33ClFeN4PS8 at a distorted geometry (wB97M-V/def2-TZVPD, the Open Molecules 2025 dataset).

```
69
Properties=species:S:1:pos:R:3:forces:R:3:lowdin_spin:R:1
Fe -0.775 0.988 1.400 0.20 -0.08 1.08 3.643
Cl -1.137 2.896 0.079 -0.03 0.48 -0.51 0.099
S -1.327 2.479 3.358 -0.40 0.56 0.29 0.395
S 1.585 -0.587 5.665 -0.01 0.03 -0.06 0.005
S -3.416 1.106 1.330 -0.54 0.20 -0.03 0.396
S -1.298 -1.153 2.523 -0.17 -0.35 0.02 0.079
S 0.968 -2.644 7.742 0.01 -0.05 0.10 0.002
S -0.620 -2.323 5.231 -0.02 0.06 -0.04 0.002
S -1.347 -0.664 -0.773 -0.23 -0.49 -0.73 0.022
S 1.260 0.856 3.025 0.49 0.06 0.21 0.067
P 1.598 0.964 -0.166 0.90 -0.25 -0.35 0.027
N -6.283 3.236 2.087 0.10 -0.01 0.00 0.012
N -3.667 4.986 4.701 0.01 0.00 -0.02 0.013
N -3.372 -2.392 -1.140 -0.15 0.04 0.04 0.001
N -1.638 -2.562 -2.635 0.05 0.07 0.00 0.001
C 4.211 2.230 0.296 -0.05 -0.02 0.10 0.001
C -3.825 2.424 2.288 -0.15 -0.20 -0.10 0.082
C -2.918 3.018 3.183 0.20 -0.02 0.13 0.084
C 2.693 -0.533 0.240 -0.14 -0.11 -0.20 0.003
C 2.693 2.386 0.417 -0.05 0.07 -0.24 0.001
C -1.548 -4.015 -2.574 -0.07 0.11 -0.08 0.000
C -3.947 -2.056 0.155 0.13 0.04 -0.01 0.003
C 2.272 3.751 -0.146 -0.08 -0.09 0.02 0.001
C 0.659 -1.888 6.286 0.00 0.04 -0.13 0.002
C -0.532 -1.964 -3.361 -0.13 -0.03 0.08 0.000
C -2.159 -1.899 -1.521 0.14 -0.02 -0.07 0.007
C 3.801 -0.947 -0.733 0.04 0.11 0.09 0.001
C 1.680 0.985 -2.058 -0.09 0.36 0.03 0.007
C -5.186 2.895 2.184 0.17 0.04 0.15 0.005
C -4.369 -2.775 -2.131 0.11 -0.04 0.15 0.000
C -3.343 4.114 4.020 -0.07 -0.19 -0.15 0.005
C 1.828 -1.765 0.508 -0.10 0.06 0.07 0.000
C -0.323 -1.165 3.954 0.02 -0.06 -0.02 0.008
C 2.963 1.454 -2.760 -0.08 -0.10 0.00 0.002
C 0.735 -0.345 4.155 0.00 0.03 -0.05 0.015
C 0.518 1.789 -2.663 -0.03 -0.17 0.04 0.001
H -0.447 1.468 -2.277 0.00 0.04 0.03 0.000
H 3.146 -0.251 1.190 -0.02 0.04 0.09 0.001
H 4.551 -0.171 -0.884 0.01 -0.02 -0.03 0.000
H -1.716 -4.446 -3.564 0.00 -0.02 0.00 0.000
H 3.393 -1.235 -1.707 0.04 0.02 0.04 0.000
H 1.522 -0.071 -2.296 -0.05 -0.09 -0.03 0.000
H -0.634 -0.882 -3.358 0.03 0.00 -0.01 0.000
H 4.317 -1.823 -0.322 -0.04 0.01 -0.04 0.000
H 2.856 1.280 -3.839 0.01 0.03 0.04 0.001
H -3.159 -1.879 0.884 -0.05 -0.05 -0.04 0.001
H 2.636 3.895 -1.168 -0.02 0.00 0.08 0.000
H 0.515 1.674 -3.757 0.05 0.03 0.09 0.000
H 1.020 -1.545 1.205 -0.02 -0.03 0.00 0.000
H 0.437 -2.224 -2.918 0.01 0.04 0.03 0.000
H -4.555 -2.900 0.490 -0.01 0.02 -0.02 0.000
H -3.921 -2.851 -3.115 0.04 -0.01 -0.04 0.000
H 2.439 -2.566 0.943 0.00 0.03 -0.07 0.000
H 4.544 2.245 -0.743 0.01 -0.01 0.02 0.000
H 4.690 3.073 0.808 0.00 -0.02 -0.02 0.000
H -4.825 -3.733 -1.866 0.00 -0.02 -0.01 0.000
H 3.858 0.939 -2.432 0.05 -0.01 0.01 0.000
H 3.111 2.526 -2.619 0.00 -0.04 -0.01 0.000
H 4.572 1.317 0.771 0.01 0.03 -0.02 0.000
H 1.188 3.863 -0.144 0.01 0.02 0.01 0.001
H 1.374 -2.140 -0.417 0.03 0.01 0.03 0.000
H 0.616 2.850 -2.424 -0.02 -0.04 -0.05 0.001
H -0.557 -2.330 -4.393 0.02 -0.03 0.04 0.000
H 2.697 4.548 0.475 0.01 -0.06 -0.07 0.000
H -4.570 -1.161 0.100 0.00 0.01 -0.03 0.001
H -5.161 -2.020 -2.161 -0.01 0.01 0.02 0.000
H 2.467 2.403 1.483 -0.05 0.00 0.10 0.000
H -0.553 -4.322 -2.229 0.00 0.00 0.02 0.000
H -2.289 -4.410 -1.885 0.00 0.00 -0.01 0.000
```
Positions in Å, forces in eV/Å.

Summary:
<S²>: 8.80
multiplicity: 6
ΔE to the lowest compared entry with this formula, charge and spin: 25.3 kcal/mol
frontier orbital gap (alpha / beta): 5.139 / 4.991 eV
total charge: -2
strongest force on any atom: 0.02146 hartree/bohr


2.
# C21H33CuN3O7P2

A molecular structure, C21H33CuN3O7P2 at a distorted geometry (wB97M-V/def2-TZVPD, the Open Molecules 2025 dataset).

```
67
Properties=species:S:1:pos:R:3:forces:R:3:lowdin_spin:R:1
Cu -2.687 1.335 -1.222 0.17 0.54 0.84 0.000
P 2.357 1.893 2.350 1.40 -0.76 0.89 0.037
P 3.085 0.614 -1.368 0.95 -0.95 0.67 0.000
O -2.020 -2.139 0.270 -1.14 -1.64 -1.64 0.003
O -6.821 -4.924 -1.929 -0.17 1.92 -0.68 0.000
O -2.329 -4.191 -0.491 -0.30 2.36 0.01 0.000
O -8.026 -3.349 -2.866 1.87 -0.42 0.83 0.000
O -6.045 1.060 -3.432 1.65 -0.67 1.04 0.000
O -2.448 -0.508 -1.938 -2.36 -2.13 -0.64 0.000
O -4.096 1.607 -2.569 -2.79 -2.27 -1.52 0.000
N -6.967 -3.757 -2.348 -1.59 -1.17 -0.26 0.000
N -5.006 0.718 -2.845 0.59 2.79 -0.49 0.000
N -2.565 -2.958 -0.502 1.24 -0.99 1.17 0.000
C 0.691 -1.397 2.248 1.16 -1.82 0.24 0.102
C -5.938 -1.501 -2.612 0.39 -0.20 0.19 0.000
C 4.538 -0.483 -1.572 0.40 0.52 -0.35 0.000
C 1.897 -0.611 -0.684 -1.69 -1.60 0.63 0.001
C 0.385 -0.067 2.693 -0.56 0.77 0.82 0.579
C -3.611 -2.501 -1.406 -0.85 0.15 -0.14 0.000
C 0.507 1.290 0.464 -0.58 0.61 -0.01 0.025
C 2.660 1.316 -2.966 0.45 0.64 -0.54 0.000
C 0.525 0.057 -0.408 0.00 -0.51 -0.84 0.001
C 3.764 1.453 1.286 0.17 -0.01 -0.22 0.007
C -4.682 -3.337 -1.629 0.48 -0.03 0.82 0.000
C 2.431 -1.555 0.297 0.91 -0.13 -1.90 0.002
C 2.321 3.689 2.448 -0.07 0.47 -0.16 0.009
C -4.832 -0.648 -2.456 -0.29 -1.28 0.19 0.000
C -3.569 -1.158 -1.928 2.53 1.76 -0.12 0.000
C -5.849 -2.847 -2.217 0.29 0.81 -0.33 0.000
C 2.175 -1.588 1.709 -0.42 -0.50 1.40 0.023
C -2.815 1.373 0.699 0.35 -0.02 0.00 0.003
C 3.659 1.894 -0.196 0.62 0.56 -0.40 0.000
C 0.769 1.178 2.011 -1.62 0.91 -0.84 0.099
C 2.880 1.387 3.994 0.33 0.14 0.57 0.011
H 4.621 1.977 1.744 -0.31 -0.02 -0.07 0.002
H 2.015 1.336 4.669 0.23 0.00 -0.22 0.004
H -0.195 -0.693 -0.055 0.34 0.24 -0.08 0.001
H 3.992 0.379 1.391 -0.38 0.29 -0.15 0.000
H -0.492 1.735 0.326 0.25 -0.24 0.21 0.000
H -2.289 2.188 1.205 -0.30 -0.04 0.40 0.000
H 4.300 -1.302 -2.269 0.00 0.32 0.26 0.000
H 1.376 4.034 2.889 0.24 -0.12 -0.17 0.001
H 2.489 -2.592 2.063 -0.13 0.50 -0.11 0.003
H 1.784 -1.221 -1.601 -0.08 0.43 -0.25 0.000
H 5.404 0.080 -1.955 -0.27 -0.13 -0.04 0.000
H 4.679 2.163 -0.529 -0.40 0.06 0.12 0.000
H 0.621 -2.039 3.150 -0.14 0.16 -0.41 0.008
H 2.847 -0.902 2.286 -0.40 0.07 0.53 0.001
H 3.054 -2.364 -0.126 -0.53 0.46 0.30 0.001
H -4.643 -4.350 -1.231 -0.08 0.25 -0.21 0.000
H 3.570 1.454 -3.573 -0.41 0.02 0.11 0.000
H -2.416 0.385 0.992 -0.11 0.38 0.20 0.002
H 1.976 0.645 -3.507 0.18 0.13 0.33 0.000
H -0.046 -1.820 1.536 0.40 0.17 0.21 0.036
H 3.146 4.005 3.104 -0.24 -0.08 -0.27 0.002
H -3.903 1.401 0.872 0.34 0.14 0.30 0.000
H 2.177 2.297 -2.833 0.06 -0.37 -0.06 0.000
H 1.183 2.038 0.024 -0.03 0.03 0.13 0.001
H 3.381 0.410 3.974 -0.32 0.24 -0.07 0.002
H -6.853 -1.105 -3.041 0.13 -0.14 0.11 0.000
H 3.591 2.135 4.378 -0.20 -0.25 -0.03 0.000
H 2.458 4.159 1.466 -0.16 -0.10 0.24 0.000
H 4.810 -0.923 -0.598 -0.40 0.21 -0.35 0.000
H 0.096 0.354 -1.390 0.20 0.08 0.49 0.001
H 0.113 1.959 2.478 0.41 -0.33 -0.35 0.005
H 3.023 2.790 -0.329 0.41 -0.34 0.06 0.000
H -0.211 0.043 3.605 0.17 0.12 -0.38 0.027
```
Positions in Å, forces in eV/Å.

Summary:
<S²>: 0.75
multiplicity: 2
ΔE to the lowest compared entry with this formula, charge and spin: 0.0 kcal/mol
frontier orbital gap (alpha / beta): 4.970 / 4.967 eV
strongest force on any atom: 0.07596 hartree/bohr


3.
# C21H33MnN6P2

A molecular structure, C21H33MnN6P2 (wB97M-V/def2-TZVPD, the Open Molecules 2025 dataset).

```
63
Properties=species:S:1:pos:R:3:forces:R:3:lowdin_spin:R:1
Mn -0.100 0.060 0.265 -0.06 0.26 0.09 4.078
P 2.361 -0.188 0.334 -0.15 -0.08 0.02 -0.045
P 0.594 2.475 -0.293 0.01 -0.21 0.01 0.006
N -2.489 -3.491 1.843 -0.06 -0.01 -0.04 0.002
N -4.019 1.370 0.678 -0.01 -0.01 0.08 0.000
N -2.272 1.370 4.626 0.02 -0.01 0.03 0.004
N -4.121 1.076 -0.629 0.03 -0.04 -0.07 0.005
N -2.111 0.519 -0.114 0.17 0.04 0.02 0.006
N -0.907 0.599 2.334 -0.05 -0.02 -0.08 0.041
C -0.046 -2.976 -2.522 0.00 0.01 -0.01 -0.008
C -3.476 -2.667 1.175 0.07 0.02 0.08 0.001
C -2.987 0.565 -1.103 -0.12 -0.05 0.03 0.010
C -0.205 3.875 0.536 0.03 -0.01 0.03 0.004
C -0.836 -4.123 -0.559 -0.04 0.02 -0.05 -0.012
C 3.099 1.318 -0.409 0.00 0.02 0.02 -0.010
C -2.794 1.020 0.962 -0.02 0.01 -0.10 0.006
C -0.737 -2.958 0.204 0.05 -0.02 0.05 0.004
C -2.169 1.047 2.284 -0.02 -0.03 0.06 0.007
C 3.000 -0.199 2.036 -0.03 0.00 0.00 -0.004
C -0.271 -1.806 -0.418 0.31 -0.02 -0.10 -0.156
C -2.798 -3.641 3.255 0.04 0.02 0.00 0.000
C -1.134 -3.017 1.658 0.02 -0.10 0.03 0.003
C -0.343 0.518 3.538 0.05 0.03 0.01 0.009
C -2.847 1.435 3.434 0.00 0.01 -0.02 0.000
C 2.388 2.594 0.056 0.02 -0.02 -0.03 0.002
C -1.030 0.905 4.681 -0.05 0.02 -0.02 0.001
C 3.149 -1.600 -0.470 -0.02 0.01 -0.01 -0.002
C 0.450 2.826 -2.072 -0.01 0.01 0.01 -0.001
C -0.498 -4.135 -1.902 -0.01 -0.03 0.02 0.028
C 0.082 -1.817 -1.771 -0.13 0.06 -0.01 0.016
H 2.735 -2.520 -0.058 0.01 -0.01 -0.01 0.000
H -3.311 -2.673 0.097 0.00 0.04 0.00 0.000
H 0.252 4.822 0.248 0.02 -0.01 -0.02 0.000
H 2.613 0.648 2.602 0.02 0.00 0.00 0.000
H 0.447 -0.915 -2.263 0.03 0.00 0.00 0.005
H -3.867 1.793 3.378 0.00 0.00 0.00 0.000
H 2.950 -1.585 -1.541 -0.02 -0.01 0.00 0.000
H 2.810 3.471 -0.440 0.00 0.01 0.01 0.000
H 2.517 2.744 1.131 -0.02 -0.01 0.01 0.000
H -2.762 -2.675 3.791 -0.01 -0.02 0.00 0.000
H -0.130 3.759 1.617 -0.01 0.01 0.00 0.000
H -0.973 -2.032 2.141 -0.03 0.05 -0.05 0.003
H -4.995 1.230 -1.114 0.01 0.01 0.00 0.000
H 4.160 1.346 -0.149 0.01 0.00 -0.01 -0.002
H 4.227 -1.574 -0.303 0.00 0.02 0.02 -0.001
H -0.603 2.866 -2.353 0.00 -0.01 0.00 0.000
H -3.796 -4.059 3.372 0.00 0.00 0.01 0.000
H -0.473 -3.724 2.167 0.02 0.06 0.05 0.001
H -3.455 -1.621 1.540 -0.02 0.02 -0.01 0.000
H 2.715 -1.127 2.533 -0.03 0.01 0.01 0.000
H 0.214 -2.980 -3.572 0.01 0.00 0.00 -0.002
H -1.260 3.900 0.260 0.00 0.00 0.01 0.000
H -0.566 0.834 5.657 0.00 0.00 0.00 0.000
H -4.471 -3.061 1.370 0.00 -0.02 -0.02 0.000
H -0.584 -5.052 -2.470 0.00 0.00 0.00 0.001
H 4.089 -0.134 2.017 0.00 -0.02 -0.02 -0.002
H 0.930 2.040 -2.656 0.00 0.01 -0.02 0.000
H -1.202 -5.023 -0.080 -0.01 0.00 0.00 -0.002
H 0.911 3.783 -2.322 0.00 0.01 0.03 0.000
H 3.045 1.216 -1.496 -0.02 -0.02 0.00 0.000
H -2.840 0.228 -2.116 0.01 0.02 -0.01 0.001
H -2.085 -4.320 3.724 0.00 0.00 0.00 0.000
H 0.665 0.130 3.598 -0.01 0.00 -0.01 0.001
```
Positions in Å, forces in eV/Å.

Summary:
<S²>: 6.19
multiplicity: 5
ΔE to the lowest compared entry with this formula, charge and spin: 0.0 kcal/mol
frontier orbital gap (alpha / beta): 6.552 / 6.871 eV
total charge: +2
strongest force on any atom: 0.00635 hartree/bohr


no.,calculated total energy (eV)
1,-171157.0262
2,-104316.7506
3,-81137.8668